ORCA calculation (wB97M-V/def2-TZVPD) on a molecular structure, C41H48B2N8O4Ta.

Summary:
* E_LUMO: -4.041 eV
* charge: +1
* highest occupied orbital energy: -10.3 eV
* energy relative to the best compared isomer or geometry (same formula, charge and spin): 3.4 kcal per mole
* Kohn-Sham gap: 6.281 eV

Last column: Mulliken charge in e.
Geometry (Å):
Ta1 0.1843 -0.6143 0.1858  2.772
C1 2.8210 3.2976 0.0112  -1.461
C2 2.7136 2.2481 -1.0961  2.017
C3 3.4946 2.6677 -2.3393  -1.746
C4 3.1774 0.9156 -0.5923  -0.283
C5 4.4827 0.4240 -0.5616  -1.299
C6 4.3892 -0.8472 -0.0430  -0.522
N1 3.1081 -1.1091 0.2296  0.149
N2 2.3394 -0.0132 -0.0945  0.160
B1 2.5369 -2.3883 0.8280  -0.150
N3 1.8039 -2.1288 2.1297  0.438
C7 1.7818 -2.8760 3.2369  -0.544
C8 0.8900 -2.3234 4.1263  -1.358
C9 0.3718 -1.1924 3.4890  -0.194
N4 0.9360 -1.0770 2.2724  -0.037
C10 -0.6838 -0.2427 3.9895  2.138
C11 -0.4149 1.1968 3.5714  -1.189
C12 -0.8247 -0.3626 5.5080  -1.917
N5 1.4553 -3.0132 -0.2213  0.760
C13 1.8785 -3.4459 -2.5070  -1.252
C14 1.0228 -2.6428 -3.1621  -0.345
C15 0.0641 -1.6102 -2.7761  0.862
N6 0.0946 -1.0275 -1.6458  0.497
C16 -1.0234 -1.1758 -3.7461  1.692
C17 -0.9574 -1.8074 -5.1309  -1.990
C18 -1.0824 0.3518 -3.8238  -1.193
H1 2.4395 4.2573 -0.3392  0.408
H2 2.2432 2.9987 0.8860  0.262
H3 3.8600 3.4369 0.3166  0.422
H4 1.6612 2.1378 -1.3601  -0.428
H5 4.5522 2.8196 -2.1160  0.340
H6 3.4217 1.9214 -3.1312  0.373
H7 3.1046 3.6103 -2.7225  0.453
H8 5.3751 0.9276 -0.8863  0.488
H9 5.1462 -1.5883 0.1520  0.520
H10 3.3858 -3.2164 0.9532  -0.064
H11 2.4221 -3.7390 3.3205  0.560
H12 0.6701 -2.6672 5.1198  0.517
H13 -1.6295 -0.5631 3.5339  -0.332
H14 0.5864 1.5102 3.8772  0.413
H15 -0.5194 1.3481 2.4993  -0.039
H16 -1.1388 1.8637 4.0424  0.409
H17 0.1078 -0.0968 6.0100  0.390
H18 -1.6007 0.3150 5.8612  0.451
H19 -1.1044 -1.3688 5.8173  0.439
H20 2.5166 -4.0961 -3.0942  0.501
H21 1.0845 -2.8199 -4.2279  0.427
H22 -1.9394 -1.5132 -3.2431  -0.161
H23 -0.0450 -1.5258 -5.6608  0.423
H24 -1.0206 -2.8957 -5.1006  0.465
H25 -1.7956 -1.4494 -5.7279  0.435
H26 -0.1829 0.7503 -4.2985  0.376
H27 -1.9396 0.6538 -4.4250  0.412
H28 -1.1780 0.7944 -2.8319  0.059
N7 -2.2475 9.2155 -0.0028  -0.496
C19 -1.9488 8.1068 0.0083  -0.179
C20 -1.5740 6.7168 0.0216  0.564
C21 -0.8425 6.2099 1.0918  -0.824
C22 -0.4805 4.8757 1.1038  -0.273
C23 -0.8514 4.0395 0.0486  0.081
C24 -1.5874 4.5577 -1.0209  -0.111
C25 -1.9471 5.8915 -1.0363  -0.813
C26 -0.4952 2.6557 0.0617  0.485
C27 -0.2277 1.4702 0.0746  -1.730
H29 -0.5612 6.8614 1.9074  0.471
H30 0.0868 4.4734 1.9319  0.551
H31 -1.8727 3.9078 -1.8374  0.385
H32 -2.5156 6.2980 -1.8611  0.484
C28 -4.9362 -0.1937 1.9070  -2.063
C29 -4.1799 0.6695 0.9100  1.738
C30 -4.6289 2.1163 1.0363  -1.792
O1 -2.7761 0.6217 1.2796  -0.114
B2 -2.0997 -0.1152 0.3546  -1.095
O2 -2.8941 -0.5551 -0.6777  -0.067
C31 -4.1859 0.1147 -0.5573  1.633
C32 -4.1764 1.2042 -1.6204  -1.696
C33 -5.2652 -0.9100 -0.8441  -2.034
H33 -4.7803 0.2132 2.9064  0.501
H34 -4.5877 -1.2249 1.9002  0.240
H35 -6.0072 -0.1786 1.7026  0.382
H36 -4.5481 2.4250 2.0784  0.416
H37 -5.6719 2.2259 0.7342  0.358
H38 -4.0174 2.7901 0.4386  0.271
H39 -3.3404 1.8896 -1.4649  0.003
H40 -5.1019 1.7802 -1.6275  0.385
H41 -4.0558 0.7393 -2.5995  0.441
H42 -5.1959 -1.7593 -0.1671  0.327
H43 -5.1560 -1.2743 -1.8659  0.459
H44 -6.2577 -0.4670 -0.7481  0.384
O3 -2.7851 -2.8985 1.4499  -0.527
C34 -1.8539 -3.3234 0.8409  -0.523
N8 -0.6253 -2.6191 0.5999  0.804
C35 0.2118 -3.4547 -0.0051  0.291
O4 2.1469 -3.7328 -1.2115  -0.424
C36 -0.4184 -4.7437 -0.3547  0.231
C37 0.0271 -5.9015 -0.9700  -0.431
C38 -0.8664 -6.9668 -1.0299  -0.851
C39 -2.1433 -6.8789 -0.4805  -0.596
C40 -2.5736 -5.7183 0.1565  -0.640
C41 -1.6923 -4.6613 0.1960  -0.212
H45 1.0189 -5.9910 -1.3854  0.607
H46 -0.5581 -7.8852 -1.5104  0.455
H47 -2.8078 -7.7295 -0.5442  0.442
H48 -3.5556 -5.6448 0.6031  0.573